# 1
12
Properties=species:S:1:pos:R:3:nbo_charge:R:1 method="wB97M-V/def2-TZVPD" energy_ev=-8799.547 homo_energy_ev=-9.7 e_above_lowest_kcal_mol=89.3 total_charge=0 gap_ev=9.85
O 0.64 1.35 -2.14 -0.65
C 0.57 1.56 -0.80 0.11
C -1.47 -1.07 0.41 -0.33
C -0.16 -0.99 1.01 0.21
N -0.80 -1.98 1.46 -0.30
C 1.06 0.78 0.13 -0.01
C 1.07 -0.22 0.99 -0.31
H 0.97 0.45 -2.29 0.48
H 0.07 2.50 -0.57 0.21
H -2.27 -0.42 0.76 0.18
H -1.60 -1.48 -0.59 0.18
H 1.91 -0.49 1.62 0.24

=====

# 2
12
Properties=species:S:1:pos:R:3:nbo_charge:R:1 method="wB97M-V/def2-TZVPD" energy_ev=-8800.080 homo_energy_ev=-9.0 e_above_lowest_kcal_mol=77.0 total_charge=0 gap_ev=9.56
C -0.99 -0.10 0.06 0.53
C -0.47 1.30 0.15 -0.36
C 0.77 1.31 -0.17 0.04
C 1.22 -0.98 0.68 -0.21
C 0.24 -0.90 -0.51 -0.16
H -0.97 2.12 0.47 0.22
H 1.39 2.17 0.07 0.22
H 0.96 -0.63 1.59 0.20
H 2.06 -1.64 0.48 0.22
H -0.07 -1.43 -1.56 0.25
N 1.24 -0.02 -0.42 -0.44
O -2.10 -0.52 0.08 -0.52

=====

# 3
12
Properties=species:S:1:pos:R:3:nbo_charge:R:1 method="wB97M-V/def2-TZVPD" energy_ev=-8799.579 homo_energy_ev=-10.7 e_above_lowest_kcal_mol=88.5 total_charge=0 gap_ev=10.44
O 1.94 0.57 0.14 -0.70
C 0.80 0.47 0.95 -0.04
C -0.42 0.12 0.10 -0.38
C -0.14 -1.04 -0.81 -0.10
C -0.33 -0.95 -2.00 -0.09
C -1.65 -0.12 0.85 0.28
N -2.65 -0.30 1.40 -0.30
H 2.12 -0.31 -0.23 0.48
H 0.90 -0.28 1.74 0.17
H 0.64 1.45 1.38 0.19
H -0.62 0.98 -0.55 0.25
H -0.59 -0.60 -2.97 0.24